1.
ORCA calculation (the ωB97M-V functional and the def2-TZVPD basis) on C25H26N6O3 in the gas phase at a distorted geometry.

Cartesian coordinates (Å):
C -3.064 5.495 -1.608
O -1.966 6.332 -1.882
C -0.718 5.878 -1.584
C 0.336 6.737 -1.879
C 1.643 6.368 -1.615
C 1.923 5.135 -1.051
O 3.184 4.665 -0.748
C 4.282 5.498 -1.028
C 0.860 4.266 -0.750
N 1.202 3.034 -0.180
C 0.399 2.017 0.220
O -0.811 2.016 0.153
C 1.196 0.820 0.741
C 1.652 -0.028 -0.455
C 2.357 -1.298 0.028
N 1.469 -2.060 0.884
C 0.690 -3.068 0.419
C -0.508 -3.474 1.000
C -1.197 -4.602 0.531
C -2.450 -5.046 1.155
C -2.798 -6.394 1.070
C -3.961 -6.857 1.654
C -4.798 -5.980 2.325
C -4.471 -4.637 2.399
C -3.305 -4.170 1.820
N -0.755 -5.340 -0.474
C 0.361 -4.957 -1.052
N 0.996 -5.514 -2.070
C 2.065 -4.741 -2.246
N 2.178 -3.721 -1.419
N 1.090 -3.828 -0.635
C 1.101 -1.300 2.060
C 0.336 -0.034 1.675
C -0.448 4.637 -1.016
H -3.944 6.052 -1.925
H -3.141 5.270 -0.539
H -3.005 4.558 -2.170
H 0.117 7.697 -2.318
H 2.436 7.057 -1.856
H 4.356 5.719 -2.097
H 5.163 4.940 -0.714
H 4.228 6.435 -0.464
H 2.202 2.927 -0.073
H 2.077 1.177 1.286
H 0.778 -0.304 -1.049
H 2.328 0.543 -1.093
H 3.242 -1.032 0.615
H 2.667 -1.914 -0.817
H -0.916 -2.928 1.830
H -2.138 -7.060 0.537
H -4.218 -7.904 1.586
H -5.708 -6.340 2.784
H -5.129 -3.947 2.908
H -3.080 -3.114 1.864
H 2.797 -4.925 -3.008
H 2.034 -1.020 2.563
H 0.529 -1.918 2.750
H -0.590 -0.294 1.160
H 0.077 0.534 2.569
H -1.231 3.942 -0.770

## Properties
E	-41430.419	eV
SMILES	COc1ccc(OC)c(NC(=O)C2CCN(c3cc(-c4ccccc4)nc4ncnn34)CC2)c1
E_HOMO	-7.91	eV
net charge	0
LUMO	0.33	eV

These are the natural (NBO) partial charges, in e, on atoms 1 to 2: atom 1 (C): -0.253, atom 2 (O): -0.493

***

2.
ORCA calculation (the ωB97M-V functional and the def2-TZVPD basis) on 2 unconnected molecules or ions with the total composition FHO3 at a distorted geometry.

Cartesian coordinates (Å):
O -0.528 0.873 -0.326
O 0.666 0.612 -0.729
O 1.160 -1.197 0.899
F -0.142 -1.024 1.265
H -1.156 0.736 -1.109

## Properties
E	-8865.034	eV
E_HOMO (spin up / spin down)	-9.99 / -9.84	eV
net charge	0
LUMO (spin up / spin down)	-3.50 / -3.57	eV

These are the natural (NBO) partial charges, in e, on atoms 1 to 2: atom 1 (O): -0.231, atom 2 (O): -0.063

***

3.
ORCA calculation (the ωB97M-V functional and the def2-TZVPD basis) on 6 unconnected molecules or ions with the total composition C42H98BrN6O11.

Cartesian coordinates (Å):
C 2.253 -5.441 -0.371
C 2.578 -4.821 -1.738
Br 3.124 -6.202 -3.011
C 1.498 -3.899 -2.309
C 0.373 -4.533 -3.121
C -0.327 -5.722 -2.434
C -1.638 -5.368 -1.682
C -1.725 -6.169 -0.378
C -2.870 -5.708 -2.527
N -1.628 -3.925 -1.322
O -0.896 -3.653 -0.308
C -1.563 -2.941 -2.449
C -2.987 -2.649 -2.971
C -1.013 -1.618 -1.913
C -0.683 -3.520 -3.570
H 2.003 -6.497 -0.450
H 1.381 -4.945 0.058
H 3.095 -5.334 0.307
H 3.476 -4.219 -1.629
H 1.105 -3.347 -1.459
H 1.996 -3.173 -2.958
H 0.818 -4.918 -4.040
H -0.576 -6.453 -3.207
H 0.339 -6.231 -1.744
H -0.782 -6.139 0.161
H -1.950 -7.207 -0.618
H -2.499 -5.767 0.275
H -3.763 -5.240 -2.119
H -2.759 -5.409 -3.567
H -3.007 -6.787 -2.524
H -2.984 -1.703 -3.505
H -3.356 -3.435 -3.621
H -3.661 -2.550 -2.120
H 0.023 -1.680 -1.604
H -1.615 -1.278 -1.072
H -1.084 -0.874 -2.705
H -1.320 -4.042 -4.287
H -0.237 -2.688 -4.119
C -4.180 -0.635 5.369
O -5.319 -0.581 4.533
C -5.153 0.225 3.373
C -5.093 -0.608 2.113
N -3.858 -1.376 2.046
C -3.795 -2.346 0.958
C -4.810 -3.482 0.938
O -4.645 -4.428 1.976
C -5.276 -4.109 3.201
H -4.475 -1.128 6.294
H -3.361 -1.206 4.918
H -3.817 0.370 5.608
H -4.261 0.849 3.464
H -6.021 0.888 3.310
H -5.133 0.065 1.250
H -5.994 -1.237 2.086
H -3.721 -1.859 2.924
H -2.800 -2.795 0.975
H -3.877 -1.801 0.011
H -4.652 -4.037 0.008
H -5.845 -3.119 0.919
H -6.202 -3.549 3.042
H -4.622 -3.535 3.864
H -5.517 -5.048 3.699
C -7.182 3.039 11.244
O -8.331 3.006 10.424
C -8.214 3.734 9.209
C -8.205 2.811 8.012
N -6.985 2.019 7.962
C -6.975 0.968 6.947
C -8.000 -0.151 7.052
O -7.810 -1.008 8.162
C -8.405 -0.584 9.372
H -7.449 2.575 12.192
H -6.343 2.486 10.808
H -6.861 4.068 11.436
H -7.315 4.357 9.221
H -9.084 4.394 9.136
H -8.266 3.417 7.102
H -9.114 2.195 8.062
H -6.828 1.599 8.869
H -5.989 0.507 6.970
H -7.079 1.437 5.963
H -7.876 -0.779 6.166
H -9.031 0.224 7.037
H -9.333 -0.033 9.193
H -7.732 0.040 9.967
H -8.637 -1.476 9.954
C 4.128 -4.630 -6.469
O 3.871 -3.238 -6.448
C 3.926 -2.651 -5.156
C 5.101 -1.708 -5.028
N 6.362 -2.432 -5.033
C 7.554 -1.593 -5.108
C 7.750 -0.736 -6.353
O 8.014 -1.475 -7.530
C 6.879 -1.955 -8.222
H 3.907 -4.980 -7.477
H 5.174 -4.863 -6.239
H 3.491 -5.161 -5.757
H 3.968 -3.427 -4.385
H 3.002 -2.079 -5.016
H 5.014 -1.165 -4.081
H 5.024 -0.971 -5.840
H 6.366 -3.083 -5.808
H 8.421 -2.251 -5.021
H 7.568 -0.937 -4.231
H 8.637 -0.121 -6.185
H 6.914 -0.044 -6.517
H 6.026 -1.278 -8.119
H 6.582 -2.954 -7.887
H 7.144 -2.023 -9.278
C -2.404 7.865 3.865
O -1.645 7.289 2.823
C -0.611 6.414 3.256
C -0.904 4.983 2.867
N -2.033 4.452 3.617
C -2.504 3.144 3.175
C -3.053 3.013 1.759
O -4.279 3.688 1.546
C -4.175 5.059 1.216
H -3.053 8.614 3.415
H -3.028 7.128 4.383
H -1.760 8.357 4.601
H -0.466 6.498 4.337
H 0.314 6.728 2.763
H -0.022 4.373 3.084
H -1.064 4.961 1.780
H -2.800 5.110 3.572
H -3.292 2.834 3.866
H -1.683 2.428 3.289
H -3.265 1.954 1.588
H -2.318 3.312 1.003
H -3.268 5.267 0.641
H -4.187 5.699 2.103
H -5.041 5.315 0.606
C 11.527 5.083 -7.174
O 11.352 5.615 -5.877
C 10.143 6.337 -5.690
C 9.212 5.613 -4.743
N 8.701 4.387 -5.338
C 7.946 3.530 -4.431
C 8.668 2.943 -3.224
O 9.654 1.982 -3.548
C 10.925 2.502 -3.890
H 12.540 4.689 -7.226
H 10.824 4.272 -7.391
H 11.413 5.858 -7.939
H 9.651 6.517 -6.651
H 10.401 7.306 -5.255
H 8.367 6.270 -4.512
H 9.763 5.439 -3.808
H 9.474 3.860 -5.723
H 7.560 2.696 -5.023
H 7.078 4.095 -4.075
H 7.923 2.410 -2.626
H 9.095 3.719 -2.577
H 11.139 3.431 -3.357
H 11.023 2.675 -4.966
H 11.669 1.757 -3.606

## Properties
E	-146640.705	eV
<S²>	0.754
E_HOMO (spin up / spin down)	-8.28 / -8.53	eV
net charge	0
LUMO (spin up / spin down)	0.59 / 0.45	eV
2S+1	2

These are the Mulliken partial charges, in e, on atoms 1 to 2: atom 1 (C): -1.149, atom 2 (C): -0.539

***

4.
ORCA calculation (the ωB97M-V functional and the def2-TZVPD basis) on C23H27N3O2 in the gas phase at a distorted geometry.

Cartesian coordinates (Å):
C -2.218 2.402 -2.733
C -1.685 3.385 -3.770
C -0.675 4.387 -3.210
C 0.670 3.775 -2.806
N 0.614 3.036 -1.572
N 0.784 1.714 -1.568
C 0.687 1.347 -0.290
C 0.784 0.054 0.246
C 0.655 -0.099 1.603
C 0.769 -1.426 2.274
O 1.223 -1.559 3.396
N 0.310 -2.470 1.544
C 0.386 -3.837 1.994
C -0.997 -4.493 2.198
C -0.808 -5.972 1.830
C 0.367 -5.953 0.897
C 0.806 -6.934 0.030
C 1.934 -6.689 -0.741
C 2.611 -5.485 -0.642
C 2.175 -4.500 0.233
C 1.052 -4.746 0.996
C 0.450 1.024 2.443
C 0.342 2.291 1.949
C 0.454 2.484 0.558
C 0.420 3.555 -0.345
O 0.284 4.899 -0.259
C -0.159 5.445 0.971
C -1.621 5.126 1.259
H -1.438 1.720 -2.406
H -2.605 2.934 -1.865
H -3.026 1.812 -3.159
H -1.224 2.829 -4.589
H -2.524 3.949 -4.185
H -0.472 5.139 -3.974
H -1.102 4.900 -2.347
H 1.017 3.073 -3.566
H 1.405 4.577 -2.686
H 0.988 -0.770 -0.422
H -0.084 -2.306 0.631
H 0.952 -3.809 2.934
H -1.706 -4.029 1.508
H -1.370 -4.356 3.210
H -0.561 -6.562 2.717
H -1.697 -6.408 1.375
H 0.279 -7.874 -0.051
H 2.285 -7.446 -1.428
H 3.486 -5.311 -1.252
H 2.701 -3.561 0.316
H 0.384 0.840 3.504
H 0.180 3.119 2.623
H -0.023 6.523 0.848
H 0.486 5.103 1.788
H -1.922 5.595 2.191
H -2.251 5.504 0.456
H -1.771 4.052 1.342

## Properties
E	-32855.074	eV
SMILES	CCCCn1nc2cc(C(=O)N[C@H]3CCc4ccccc43)ccc2c1OCC
E_HOMO	-7.73	eV
net charge	0
LUMO	0.54	eV

These are the natural (NBO) partial charges, in e, on atoms 1 to 2: atom 1 (C): -0.620, atom 2 (C): -0.393